Entry 1:
61
Properties=species:S:1:pos:R:3:nbo_charge:R:1 method="wB97M-V/def2-TZVPD" e_homo_ev="-15.29 / -15.29" total_charge=+3 multiplicity=4
Cr 0.514 -0.225 -0.612 1.36
C -2.130 0.819 -0.651 -0.24
C -2.139 -0.088 0.590 -0.25
N -0.757 -0.546 0.938 -0.67
C -0.236 0.056 2.213 -0.27
C 1.223 0.453 2.069 -0.24
N 1.495 1.017 0.709 -0.60
C 1.047 2.421 0.472 -0.24
C -0.434 2.460 0.144 -0.25
N -0.762 1.384 -0.843 -0.60
H -2.864 1.620 -0.559 0.24
H -2.369 0.245 -1.544 0.23
H -2.753 -0.966 0.392 0.25
H -2.570 0.411 1.456 0.24
H -0.826 -1.579 1.076 0.43
H -0.354 -0.661 3.027 0.29
H -0.853 0.911 2.475 0.22
H 1.869 -0.418 2.174 0.22
H 1.503 1.172 2.841 0.25
H 2.504 1.002 0.581 0.42
H 1.628 2.800 -0.370 0.23
H 1.269 3.050 1.336 0.25
H -0.710 3.436 -0.254 0.26
H -1.043 2.299 1.029 0.22
H -0.712 1.786 -1.776 0.42
C -0.744 -3.720 3.860 -0.62
Te -1.647 -3.961 1.928 0.44
C -3.237 -2.871 2.864 -0.63
C -2.534 -1.986 3.863 -0.06
C -3.068 -0.774 4.288 -0.22
C -2.393 -0.004 5.228 -0.19
C -1.194 -0.455 5.764 -0.21
C -0.661 -1.669 5.349 -0.20
C -1.317 -2.429 4.386 -0.08
H 0.342 -3.696 3.788 0.23
H -1.026 -4.579 4.469 0.26
H -3.899 -3.590 3.346 0.26
H -3.816 -2.316 2.129 0.23
H -4.026 -0.442 3.903 0.23
H -2.820 0.932 5.565 0.24
H -0.685 0.128 6.520 0.24
H 0.267 -2.028 5.780 0.23
C 2.202 -3.930 0.647 -0.71
C 2.535 -2.642 -0.025 0.75
N 3.757 -2.455 -0.487 -0.73
O 1.647 -1.757 -0.151 -0.72
H 3.063 -4.586 0.753 0.26
H 1.430 -4.435 0.065 0.27
H 1.782 -3.714 1.629 0.26
H 4.470 -3.158 -0.364 0.44
H 4.017 -1.592 -0.940 0.42
N 1.351 -0.566 -5.248 -0.67
C 0.412 -1.350 -4.377 -0.34
C 0.458 -0.843 -2.950 0.76
O -0.404 -1.244 -2.131 -0.61
O 1.369 -0.048 -2.577 -0.69
H 0.907 0.270 -5.636 0.46
H 1.688 -1.123 -6.039 0.47
H 2.158 -0.251 -4.696 0.47
H 0.718 -2.396 -4.387 0.28
H -0.597 -1.290 -4.779 0.28

***

Entry 2:
18
Properties=species:S:1:pos:R:3:nbo_charge:R:1 method="wB97M-V/def2-TZVPD" e_homo_ev=-9.80 total_charge=0
N -1.897 0.618 -1.650 -0.13
N -2.713 -0.080 -1.422 0.45
O -3.526 -0.872 -1.416 -0.31
C 1.359 -1.399 -0.969 -0.43
N 0.703 -0.451 -0.025 -0.68
C 1.449 0.386 0.841 0.80
N 2.705 -0.105 1.058 -0.85
O 1.033 1.380 1.330 -0.65
H 1.484 -2.451 -0.645 0.19
H 0.811 -1.277 -1.926 0.22
H 2.558 -1.131 -1.043 0.20
H -0.316 -0.106 -0.340 0.42
H 2.845 -1.081 0.986 0.39
H 3.380 0.451 1.591 0.41
N -2.018 1.183 1.356 -0.79
C -2.937 1.572 0.743 0.82
O -3.937 1.780 0.206 -0.54
H -0.981 1.583 1.324 0.47

***

Entry 3:
24
Properties=species:S:1:pos:R:3:nbo_charge:R:1 method="wB97M-V/def2-TZVPD" e_homo_ev="-10.61 / -11.02" total_charge=+1
O -1.721 -3.732 -2.060 -0.50
C -1.311 -2.937 -2.763 0.50
Cd -0.221 1.722 -1.109 1.10
O 0.892 -0.915 -1.255 -0.56
C 0.636 -0.136 -2.129 0.04
C 1.456 2.600 -2.282 0.36
O 2.374 2.973 -2.866 -0.39
C -0.146 0.192 -4.632 0.67
O -0.723 0.220 -5.660 -0.33
C 0.747 -0.391 -3.614 0.07
O 1.423 -1.356 -4.007 -0.42
H -1.346 2.388 -0.143 -0.16
S -2.010 1.363 0.740 0.01
C -0.880 0.610 1.817 0.35
N 0.444 0.773 2.020 -0.56
C 0.943 -0.093 3.097 -0.23
C -0.282 -0.884 3.492 -0.23
N -1.329 -0.362 2.604 -0.53
H 1.020 1.493 1.584 0.43
H 1.315 0.518 3.927 0.23
H 1.750 -0.722 2.753 0.24
H -0.572 -0.725 4.538 0.23
H -0.160 -1.964 3.332 0.24
H -2.300 -0.636 2.616 0.45

***

Entry 4:
50
Properties=species:S:1:pos:R:3:nbo_charge:R:1 method="wB97M-V/def2-TZVPD" e_homo_ev=-11.68 total_charge=+1
Ga -0.382 -0.280 -1.259 1.87
O -2.684 -0.524 -0.776 -0.77
C -3.415 -1.186 0.300 -0.07
C -3.509 -0.224 1.468 -0.42
C -2.130 0.424 1.699 -0.45
C -1.052 -0.636 1.756 0.30
C -0.921 -1.382 2.924 -0.25
C -0.030 -2.433 2.994 -0.10
C 0.751 -2.729 1.886 -0.23
C 0.595 -1.957 0.764 0.07
N -0.294 -0.940 0.684 -0.63
H -3.194 -0.640 -1.601 0.54
H -2.906 -2.110 0.571 0.19
H -4.396 -1.446 -0.091 0.21
H -3.849 -0.736 2.368 0.23
H -4.245 0.544 1.228 0.23
H -2.087 0.981 2.632 0.24
H -1.969 1.123 0.888 0.22
H -1.533 -1.120 3.777 0.24
H 0.057 -3.017 3.900 0.24
H 1.467 -3.537 1.888 0.25
H 1.196 -2.129 -0.122 0.23
N -0.471 1.824 -0.608 -0.91
C 0.530 1.802 0.458 0.21
C 0.172 2.246 1.718 -0.26
C 1.044 2.094 2.786 -0.20
C 2.284 1.511 2.591 -0.19
C 2.662 1.099 1.320 -0.19
C 1.809 1.235 0.233 -0.11
C 2.243 0.868 -1.152 0.01
C 3.463 1.327 -1.644 -0.22
C 3.829 1.065 -2.958 -0.18
C 2.968 0.352 -3.784 -0.20
C 1.748 -0.090 -3.292 -0.19
C 1.378 0.162 -1.973 -0.65
H -0.080 2.150 -1.489 0.43
H -1.259 2.421 -0.364 0.41
H -0.794 2.710 1.872 0.22
H 0.751 2.437 3.769 0.23
H 2.966 1.397 3.423 0.23
H 3.644 0.675 1.158 0.23
H 4.113 1.908 -1.001 0.22
H 4.772 1.433 -3.339 0.23
H 3.238 0.148 -4.811 0.23
H 1.097 -0.652 -3.955 0.23
F -1.401 0.086 -2.917 -0.56
B -1.557 -1.269 -3.470 1.37
F -0.729 -1.939 -2.459 -0.55
F -2.861 -1.658 -3.297 -0.53
F -1.030 -1.390 -4.691 -0.50

***

Energy relative to the best compared isomer or geometry (same formula, charge and spin) values (in eV) by entry order: 0.4436; 0.6459; 0.0000; 0.0000.
Maximum force values (in eV/Å) by entry order: 0.17; 6.10; 5.62; 1.10.
Molecular weight values (in g mol⁻¹) by entry order: 547.09; 161.12; 355.63; 461.93.